No. 1
Density functional theory data (wB97M-V/def2-TZVPD) for the molecule C24H23N3O2S at a distorted geometry.

Geometry as XYZ:
```
53
Properties=species:S:1:pos:R:3:forces:R:3:lowdin_charge:R:1
C 1.1162 1.0828 3.3848 0.051 0.092 0.081 -0.0799
C 1.3739 2.5909 3.4184 -0.131 -0.151 -0.016 -0.1872
C 2.1769 3.0407 2.2324 -0.076 0.065 0.047 -0.1641
C 3.4936 3.4537 2.4023 -0.010 0.020 -0.045 -0.0350
C 4.2908 3.8125 1.3315 0.089 0.015 -0.042 -0.0880
C 3.7793 3.7593 0.0465 0.098 -0.028 -0.025 -0.0907
C 2.4709 3.3624 -0.1465 -0.070 -0.023 0.042 -0.0282
C 1.6652 3.0134 0.9327 0.229 0.216 0.045 -0.1759
N 0.3424 2.6038 0.6466 0.325 -0.193 -0.234 0.1183
C -0.7885 3.1523 1.1311 -0.349 -0.101 -0.283 -0.5497
O -0.8514 4.0682 1.9206 -0.086 0.256 0.195 0.0699
C -2.0417 2.4950 0.5568 -0.008 -0.349 0.185 -0.3341
S -2.2998 0.7975 1.1781 -0.203 0.234 0.140 1.0264
C -1.4239 -0.1773 0.0130 -0.015 0.009 -0.082 -0.5113
N -0.5959 0.4110 -0.8300 -0.203 -0.042 0.037 0.0808
C 0.0648 -0.3125 -1.7332 -0.095 -0.272 -0.032 -0.1869
C -0.0931 -1.6904 -1.8578 -0.117 0.002 0.207 -0.0704
C -0.9479 -2.3409 -0.9496 0.165 0.366 0.096 -0.0208
C -1.1756 -3.7753 -0.9837 -1.035 -0.263 0.242 -0.2143
C -2.3042 -4.5028 -0.6889 0.576 0.444 -0.229 0.0022
C -1.9700 -5.8565 -0.8997 0.528 -0.151 -0.178 -0.0370
C -0.6676 -5.8628 -1.2987 -0.668 -0.501 0.156 -0.0951
O -0.1832 -4.6170 -1.3625 0.419 0.291 0.001 0.0394
C -1.6199 -1.5704 0.0142 0.678 0.446 -0.731 -0.1647
C -2.4430 -2.1352 1.0089 -0.285 -0.185 0.419 -0.2445
N -3.1036 -2.5506 1.8500 -0.222 -0.110 0.222 0.2007
C 0.6249 -2.4545 -2.9326 0.115 -0.017 -0.309 -0.1368
C 1.1606 -1.5458 -4.0336 0.178 -0.069 0.189 -0.1877
C 1.9377 -0.3951 -3.4095 -0.172 0.100 -0.181 -0.1890
C 0.9778 0.4835 -2.6185 0.237 -0.108 -0.161 -0.1162
H 2.0585 0.5374 3.3747 0.062 -0.091 0.015 0.0767
H 0.5499 0.7805 4.2622 -0.064 -0.100 0.068 0.0738
H 0.5482 0.8005 2.5018 -0.049 -0.056 -0.046 0.0436
H 0.4240 3.1261 3.4447 0.095 0.010 0.073 0.0953
H 1.9204 2.8361 4.3311 -0.003 0.060 -0.028 0.1090
H 3.9021 3.4859 3.4022 0.012 -0.001 0.111 0.1106
H 5.3100 4.1279 1.4979 0.088 0.030 0.020 0.1002
H 4.3920 4.0326 -0.7997 0.046 0.029 -0.068 0.1000
H 2.0523 3.3368 -1.1433 -0.073 0.038 -0.064 0.1048
H 0.2181 1.9011 -0.0869 -0.084 0.176 0.214 0.0892
H -2.0050 2.4414 -0.5302 -0.036 0.085 -0.003 0.0841
H -2.9176 3.0523 0.8860 0.106 -0.005 -0.036 0.0836
H -3.2553 -4.1209 -0.3819 -0.149 0.118 0.082 0.1108
H -2.6103 -6.7037 -0.7688 -0.077 -0.226 0.009 0.1058
H 0.0009 -6.6606 -1.5558 0.162 -0.031 -0.048 0.1255
H 1.4565 -2.9996 -2.4760 -0.039 -0.067 -0.106 0.1291
H -0.0497 -3.1990 -3.3612 0.074 -0.011 0.065 0.1253
H 0.3314 -1.1472 -4.6226 -0.026 0.006 -0.079 0.1213
H 1.7999 -2.1245 -4.7017 -0.061 -0.001 -0.043 0.1134
H 2.7073 -0.7939 -2.7454 0.080 -0.004 0.003 0.1218
H 2.4321 0.2005 -4.1782 0.066 -0.004 0.054 0.1126
H 0.3542 1.0643 -3.3061 0.013 0.040 0.034 0.1329
H 1.5279 1.1980 -2.0022 -0.086 0.012 0.013 0.1002
```
Positions in Å, forces in eV/Å.

Computed properties:
E_HOMO (Eh): -0.31711
Gap between HOMO and LUMO (Eh): 0.3011
ΔE to the lowest compared entry with this formula, charge and spin (kJ/mol): 18.6


No. 2
Density functional theory data (wB97M-V/def2-TZVPD) for the molecule C24H23N3O4.

Geometry as XYZ:
```
54
Properties=species:S:1:pos:R:3:forces:R:3:lowdin_charge:R:1
C 3.7476 6.2560 -1.8254 0.132 0.075 -0.115 -0.0981
O 2.7849 5.6577 -0.9945 -0.201 -0.179 0.181 -0.0928
C 2.8428 4.3052 -0.8049 -0.031 -0.087 0.028 -0.2833
C 3.7800 3.4556 -1.3778 -0.112 0.443 0.013 -0.0168
C 3.7483 2.0953 -1.1182 0.009 -0.269 0.039 -0.0031
C 2.7784 1.5603 -0.2814 0.203 0.351 -0.238 -0.2123
N 2.6876 0.1971 0.0346 -0.263 -0.019 0.364 0.1367
C 3.3855 -0.8318 -0.5030 -0.083 -0.452 0.153 -0.4701
O 4.2398 -0.7118 -1.3588 0.175 0.071 -0.177 0.0554
C 3.0798 -2.2224 0.0576 -0.057 -0.031 0.036 -0.0960
C 1.7516 -2.4384 0.7739 0.004 0.067 -0.153 -0.1680
C 0.5576 -2.1773 -0.1495 0.356 0.055 -0.019 -0.1154
N -0.6780 -2.0310 0.6062 0.166 0.099 -0.073 0.0623
C -0.8709 -0.8999 1.3227 -0.116 -0.238 0.288 -0.3552
O -0.0156 -0.0414 1.4356 0.025 0.242 0.059 0.0712
C -2.2722 -0.7117 1.8981 0.097 0.608 -0.034 -0.1524
C -3.0508 0.0187 0.8139 -0.134 -0.045 0.103 -0.1481
C -2.6367 1.2942 0.4451 -0.015 -0.022 0.016 -0.0251
C -3.2957 1.9764 -0.5598 0.020 0.043 -0.002 -0.0679
C -4.3768 1.3941 -1.2017 -0.057 0.007 -0.061 -0.0844
C -4.7941 0.1282 -0.8328 -0.047 0.009 -0.074 -0.0718
C -4.1322 -0.5622 0.1690 0.000 -0.069 0.136 -0.0140
O -2.8848 -1.9073 2.3355 0.021 -0.164 0.041 0.0350
C -2.6757 -2.9980 1.5523 -0.036 -0.548 -0.310 -0.2034
C -3.5162 -4.0960 1.6544 0.308 0.356 -0.077 0.0176
C -3.2753 -5.2012 0.8501 0.056 0.046 -0.032 -0.0590
C -2.2023 -5.1635 -0.0216 -0.228 -0.233 0.071 -0.1366
N -1.3780 -4.1307 -0.1072 0.139 0.352 0.058 0.1349
C -1.5962 -3.0780 0.6577 -0.536 -0.316 0.255 -0.1867
C 1.8370 2.4151 0.2947 0.077 0.011 -0.064 -0.0142
C 1.8680 3.7663 0.0363 0.150 0.154 -0.130 -0.0041
H 3.5158 7.3202 -1.8275 0.060 -0.065 -0.035 0.0908
H 3.6910 5.8722 -2.8496 0.018 0.004 0.039 0.0942
H 4.7615 6.1084 -1.4389 -0.032 -0.008 -0.027 0.0945
H 4.5484 3.8350 -2.0325 0.055 0.063 -0.054 0.1026
H 4.4785 1.4470 -1.5720 0.002 -0.018 0.000 0.0999
H 1.9455 0.0003 0.6966 0.078 -0.196 -0.109 0.0960
H 3.8990 -2.4566 0.7433 0.019 -0.015 -0.086 0.1262
H 3.1668 -2.9130 -0.7839 0.090 0.075 -0.001 0.1247
H 1.6878 -1.7933 1.6522 -0.031 -0.060 0.008 0.1081
H 1.7055 -3.4707 1.1284 -0.012 0.033 0.048 0.1196
H 0.4105 -3.0082 -0.8386 0.086 0.188 0.028 0.1192
H 0.7067 -1.2548 -0.7161 -0.053 -0.105 0.015 0.1344
H -2.1987 -0.0749 2.7872 0.110 -0.167 -0.221 0.1755
H -1.7906 1.7433 0.9427 0.091 0.063 0.043 0.1128
H -2.9644 2.9643 -0.8415 0.028 0.093 -0.024 0.1062
H -4.8930 1.9272 -1.9858 -0.043 0.047 -0.066 0.1027
H -5.6388 -0.3305 -1.3248 -0.069 -0.029 -0.051 0.1047
H -4.4746 -1.5459 0.4527 -0.016 -0.054 0.030 0.1109
H -4.3352 -4.0675 2.3558 -0.101 0.024 0.074 0.1257
H -3.9129 -6.0684 0.9049 -0.047 -0.095 -0.016 0.1023
H -1.9704 -5.9907 -0.6767 -0.075 -0.140 -0.015 0.1064
H 1.0794 2.0054 0.9453 -0.086 -0.024 0.074 0.0925
H 1.1446 4.4338 0.4775 -0.093 0.069 0.066 0.1157
```
Positions in Å, forces in eV/Å.

Computed properties:
E_HOMO (Eh): -0.28111
Gap between HOMO and LUMO (Eh): 0.3012
ΔE to the lowest compared entry with this formula, charge and spin (kJ/mol): 85.0


No. 3
Density functional theory data (wB97M-V/def2-TZVPD) for the molecule C24H23N5O3S at a distorted geometry.

Geometry as XYZ:
```
56
Properties=species:S:1:pos:R:3:forces:R:3:lowdin_charge:R:1
C 3.5966 3.9967 0.6268 0.199 0.218 0.116 -0.0050
N 2.5745 3.1021 0.1068 0.266 0.056 0.062 0.0339
C 3.0389 1.8535 -0.3145 -0.396 -0.213 -0.140 -0.3717
O 4.2188 1.5620 -0.2396 0.284 -0.063 0.002 0.0627
C 1.9724 1.0444 -0.8134 -0.648 0.536 0.154 -0.0485
C 0.6649 1.5034 -0.8607 1.215 -0.805 -0.090 -0.1933
N -0.1483 0.5713 -1.3986 0.082 0.270 0.114 0.1719
C 0.6487 -0.4405 -1.6907 0.090 0.252 0.032 -0.5682
S 0.0698 -1.8941 -2.4343 -0.001 -0.435 -0.249 1.0076
C -1.5630 -1.3176 -2.9961 0.398 0.184 -0.127 -0.3285
C -2.3660 -0.3887 -2.0854 -0.238 -0.155 -0.408 -0.5258
O -2.8145 0.6349 -2.5593 -0.182 0.070 -0.071 0.0516
N -2.6588 -0.8358 -0.8432 -0.254 -0.119 0.028 0.0223
C -2.1566 -2.0660 -0.2380 0.395 -0.385 0.140 -0.1359
C -2.9493 -2.2466 1.0654 -0.126 -0.054 -0.037 -0.0825
C -3.6283 -0.9202 1.2333 0.073 0.118 -0.114 -0.1652
C -4.3696 -0.4472 2.2931 0.053 0.051 -0.114 -0.0344
C -4.9320 0.8198 2.2021 -0.095 0.046 0.124 -0.0922
C -4.7570 1.5819 1.0599 -0.017 -0.032 0.087 -0.0808
C -4.0159 1.1119 -0.0154 0.004 0.157 -0.162 -0.0100
C -3.4462 -0.1444 0.0880 -0.228 0.134 0.374 -0.1385
N 1.9401 -0.2216 -1.3684 -0.434 0.266 -0.262 0.0069
C 3.0401 -1.1554 -1.4464 0.318 -0.329 0.152 -0.0801
C 3.1056 -1.9776 -0.1820 0.098 -0.020 -0.060 -0.1985
C 3.8419 -1.5195 0.9029 0.033 -0.010 -0.032 -0.0257
C 3.8632 -2.2429 2.0825 0.004 0.003 0.058 -0.0727
C 3.1463 -3.4231 2.1876 -0.012 -0.037 0.070 -0.0892
C 2.4088 -3.8811 1.1088 -0.076 -0.088 0.019 -0.0818
C 2.3877 -3.1611 -0.0731 0.071 0.039 -0.031 -0.0548
N 0.3086 2.7370 -0.4300 0.076 0.141 -0.020 0.0223
C -1.0708 3.1695 -0.5131 -0.283 0.199 0.050 0.0124
C 1.2710 3.5855 0.0752 -0.259 -0.042 -0.055 -0.4322
O 0.9886 4.6972 0.4647 -0.118 0.262 0.110 0.0781
H 4.0645 3.5455 1.5017 0.021 0.049 -0.049 0.0994
H 4.3612 4.1544 -0.1335 -0.008 0.000 0.076 0.0989
H 3.1227 4.9376 0.8924 0.060 -0.117 -0.029 0.0869
H -2.1294 -2.2303 -3.1922 0.034 -0.002 0.013 0.0883
H -1.4118 -0.7824 -3.9343 -0.187 -0.025 0.162 0.0897
H -2.2866 -2.9102 -0.9184 0.081 0.048 0.074 0.1162
H -1.0892 -1.9584 -0.0195 -0.139 -0.067 -0.017 0.0978
H -2.2976 -2.4871 1.9052 0.011 -0.040 -0.050 0.1201
H -3.6914 -3.0439 0.9777 0.040 -0.022 0.005 0.1208
H -4.5100 -1.0518 3.1767 -0.014 -0.059 0.101 0.1119
H -5.5124 1.2076 3.0254 -0.056 0.048 0.070 0.0985
H -5.2051 2.5621 0.9981 -0.042 0.091 -0.006 0.1031
H -3.8930 1.7015 -0.9069 0.009 0.007 -0.039 0.0978
H 3.9556 -0.5724 -1.5672 -0.128 -0.111 -0.100 0.1331
H 2.8771 -1.7959 -2.3181 0.082 0.113 0.032 0.1186
H 4.3956 -0.5963 0.8167 0.057 0.109 -0.029 0.1019
H 4.4409 -1.8843 2.9213 0.051 0.030 0.070 0.1046
H 3.1637 -3.9869 3.1086 0.003 -0.048 0.070 0.1013
H 1.8501 -4.8022 1.1859 -0.037 -0.085 0.011 0.1021
H 1.8145 -3.5186 -0.9167 -0.030 -0.082 -0.059 0.0792
H -1.0873 4.2488 -0.6515 -0.024 -0.100 -0.002 0.0958
H -1.6039 2.9173 0.4056 -0.037 0.027 -0.046 0.0991
H -1.5384 2.6579 -1.3520 -0.036 0.022 0.020 0.0809
```
Positions in Å, forces in eV/Å.

Computed properties:
E_HOMO (Eh): -0.29820
Gap between HOMO and LUMO (Eh): 0.3094
ΔE to the lowest compared entry with this formula, charge and spin (kJ/mol): 12.8


No. 4
Density functional theory data (wB97M-V/def2-TZVPD) for the molecule C24H23N5OS at a distorted geometry.

Geometry as XYZ:
```
54
Properties=species:S:1:pos:R:3:forces:R:3:lowdin_charge:R:1
O -2.9175 -0.3190 4.1479 -0.446 -0.096 -0.104 0.0469
C -1.8050 0.1553 4.0585 0.271 0.367 0.283 -0.5932
C -1.5791 1.6313 3.7442 0.076 -0.201 -0.328 -0.3344
S -1.5454 1.8270 1.9314 -0.397 0.224 0.017 1.0112
C -0.0053 1.1142 1.5722 0.223 0.017 0.007 -0.6098
N 0.9517 0.8429 2.4275 -0.680 0.604 0.167 0.0119
N 1.9551 0.2931 1.7431 0.904 -0.426 -0.586 0.1015
C 1.6278 0.2410 0.4753 -0.270 0.186 0.437 -0.2464
C 2.5142 -0.3164 -0.5278 0.407 -0.226 -0.452 -0.1413
C 3.5005 -1.2072 -0.0947 -0.105 0.148 -0.176 -0.0199
C 4.3541 -1.7612 -1.0301 -0.048 0.017 0.348 -0.1348
N 4.2917 -1.4934 -2.3250 0.293 -0.182 -0.413 0.0596
C 3.3794 -0.6301 -2.7312 -0.162 0.144 -0.125 -0.1437
C 2.4735 -0.0075 -1.8863 0.047 -0.108 0.247 -0.0072
N 0.3630 0.7562 0.3099 0.347 0.000 0.833 0.0087
C -0.4823 0.8759 -0.8456 -0.177 0.211 -0.460 -0.1596
C -0.4433 2.2966 -1.4292 -0.074 -0.254 -0.054 -0.1279
C -1.3523 2.3820 -2.6226 0.073 0.092 0.072 -0.2401
C -0.8550 2.2378 -3.9103 -0.004 -0.003 0.022 -0.0430
C -1.7049 2.2879 -5.0016 0.011 -0.033 -0.091 -0.0813
C -3.0629 2.4779 -4.8147 -0.048 0.003 -0.070 -0.0899
C -3.5676 2.6190 -3.5327 -0.103 -0.009 0.005 -0.0780
C -2.7171 2.5698 -2.4432 0.048 -0.010 -0.036 -0.0397
N -0.6607 -0.5378 4.2106 0.295 -0.183 0.297 0.0673
C -0.6401 -1.9873 4.1424 -0.159 -0.017 0.038 -0.1143
C -0.2045 -2.4162 2.7633 0.049 -0.081 0.060 -0.2080
C -1.0137 -2.1258 1.6706 -0.034 -0.012 0.020 -0.0355
C -0.6056 -2.4493 0.3894 -0.056 0.020 -0.033 -0.0853
C 0.6149 -3.0720 0.1861 0.070 -0.096 -0.085 -0.0954
C 1.4220 -3.3706 1.2698 0.027 -0.086 -0.077 -0.0959
C 1.0185 -3.0356 2.5509 -0.107 -0.024 0.042 -0.0387
H -0.6442 2.0195 4.1421 -0.045 0.033 0.074 0.0814
H -2.4310 2.2232 4.0749 0.066 -0.074 -0.003 0.0860
H 3.5734 -1.4403 0.9541 0.026 -0.070 0.086 0.1044
H 5.1273 -2.4584 -0.7358 0.032 -0.051 0.129 0.1073
H 3.3729 -0.4229 -3.7937 -0.072 0.084 -0.070 0.1060
H 1.7831 0.7139 -2.2898 -0.096 0.069 -0.050 0.0845
H -0.1738 0.1369 -1.5879 -0.106 0.041 0.098 0.1266
H -1.5070 0.6494 -0.5327 0.107 -0.109 -0.089 0.1126
H -0.7720 2.9952 -0.6566 0.094 0.037 -0.008 0.1053
H 0.5809 2.5535 -1.7093 -0.012 0.020 0.067 0.1168
H 0.2056 2.0948 -4.0650 0.123 0.000 0.006 0.1079
H -1.3051 2.1796 -5.9990 0.027 -0.005 -0.083 0.1033
H -3.7260 2.5187 -5.6657 -0.055 0.007 -0.067 0.1019
H -4.6261 2.7697 -3.3816 -0.090 0.015 0.010 0.1040
H -3.1102 2.6846 -1.4431 -0.063 0.030 0.131 0.1143
H 0.2112 -0.0747 3.9607 -0.292 0.056 0.003 0.1002
H 0.0437 -2.3715 4.9032 -0.101 -0.052 -0.057 0.1217
H -1.6561 -2.3320 4.3545 0.183 -0.012 0.049 0.1285
H -1.9692 -1.6466 1.8317 -0.131 0.071 0.033 0.1167
H -1.2447 -2.2231 -0.4525 -0.069 0.001 -0.077 0.1038
H 0.9358 -3.3252 -0.8141 0.035 -0.027 -0.084 0.1072
H 2.3704 -3.8631 1.1146 0.094 -0.037 -0.015 0.1041
H 1.6570 -3.2598 3.3930 0.073 -0.016 0.110 0.1115
```
Positions in Å, forces in eV/Å.

Computed properties:
E_HOMO (Eh): -0.31640
Gap between HOMO and LUMO (Eh): 0.3252
ΔE to the lowest compared entry with this formula, charge and spin (kJ/mol): 0.0


So what do the calculations give for LUMO? Going down the list: -0.4; 0.5; 0.3; 0.2 eV.